# 1
Below is 15 unconnected molecules or ions with the total composition H30O15 in a non-equilibrium geometry, with properties calculated with ωB97M-V with the def2-TZVPD basis set.

XYZ file:
```
45
Properties=species:S:1:pos:R:3
H 0.636 -0.217 -0.278
H -0.700 0.503 -0.191
H -4.158 -0.585 2.115
H -3.153 -1.721 2.021
H -3.276 3.794 -1.242
H -4.069 4.954 -1.821
H -3.852 -2.653 -0.901
H -4.355 -1.358 -0.284
H 4.000 -4.723 -0.101
H 3.782 -3.269 0.286
H -0.421 2.111 -2.426
H -0.605 3.073 -1.263
H 5.606 -0.896 -1.807
H 4.297 -0.138 -1.661
H 4.207 -1.460 2.604
H 4.126 -2.909 2.151
H -3.281 2.154 -0.231
H -2.583 2.644 1.028
H 1.139 -3.223 -0.106
H 0.989 -2.143 0.953
H 1.452 3.081 3.874
H 1.244 1.671 3.346
H 0.309 -2.104 -1.504
H 0.103 -1.031 -2.560
H -1.371 -3.182 2.208
H -2.038 -4.337 2.936
H -0.974 5.311 1.552
H -0.740 4.270 0.469
H 1.804 1.022 -3.237
H 2.185 -0.063 -4.230
O 0.123 0.485 -0.693
O -3.246 -0.813 2.329
O -4.174 4.068 -1.456
O -3.761 -2.098 -0.118
O 3.549 -3.921 -0.386
O -0.477 2.139 -1.464
O 5.241 -0.004 -1.799
O 3.700 -2.052 2.036
O -2.422 2.166 0.206
O 0.520 -2.561 0.222
O 1.858 2.207 3.861
O -0.285 -1.844 -2.217
O -2.236 -3.519 2.466
O -0.960 5.200 0.594
O 2.531 0.723 -3.794
```

Its multiplicity is 1. The HOMO energy comes out at -0.35655 Ha. The value obtained for the electronic energy is -1146.47508 Eh. The energy above the lowest of the compared OMol25 structures with the same formula, charge and spin comes out at 433.19 kJ/mol. The calculation puts the max |F| at 0.0940 Eh/bohr. The calculation puts the LUMO energy at -0.0083 hartree.

=====

# 2
Below is a molecular structure, H30O19S in a non-equilibrium geometry, with properties calculated with ωB97M-V with the def2-TZVPD basis set.

XYZ file:
```
50
Properties=species:S:1:pos:R:3
S -0.023 -0.421 -0.219
O 1.338 -0.742 0.366
O -1.006 -0.503 0.828
O 0.169 0.977 -0.775
O -0.268 -1.328 -1.292
O -0.150 2.947 0.056
H -0.506 2.793 0.986
H -0.027 2.127 -0.348
O 0.224 -3.833 -1.305
H -0.652 -4.306 -1.564
H -0.002 -2.832 -1.219
O -3.619 -2.661 0.485
H -3.574 -2.233 -0.357
H -3.177 -2.118 1.300
O 3.290 0.338 1.727
H 3.565 1.041 1.207
H 2.411 0.202 1.198
O 0.204 -1.309 -4.039
H 1.026 -0.736 -4.157
H 0.119 -1.431 -3.017
O -2.324 1.159 0.855
H -1.844 0.281 0.877
H -3.076 1.081 1.581
O -2.310 -1.436 2.623
H -1.738 -1.195 1.835
H -1.755 -2.059 3.120
O 1.547 4.404 -1.439
H 0.939 3.796 -0.799
H 1.845 5.079 -0.829
O 2.580 1.590 -1.305
H 1.684 1.243 -1.262
H 2.373 2.456 -1.702
O 1.891 -2.823 1.882
H 2.326 -3.132 1.160
H 1.729 -2.029 1.495
O -1.210 2.690 2.762
H -1.861 3.337 2.818
H -1.477 1.779 2.462
O 0.129 0.125 3.066
H -0.485 -0.077 2.094
H 1.081 -0.153 2.913
O -2.589 -1.658 -1.870
H -3.033 -0.773 -2.143
H -1.736 -1.475 -1.605
O -0.537 1.991 -2.734
H -0.413 1.239 -2.160
H -0.770 2.729 -2.097
O 3.310 -1.495 -0.889
H 3.959 -1.085 -0.292
H 2.421 -1.560 -0.277
```

Its multiplicity is 1. The HOMO energy comes out at -0.16664 Ha. The value obtained for the electronic energy is -1845.67258 Eh. The energy above the lowest of the compared OMol25 structures with the same formula, charge and spin comes out at 751.84 kJ/mol. The calculation puts the max |F| at 0.1676 Eh/bohr. As for the total charge: -2. The calculation puts the LUMO energy at 0.1816 hartree.

=====

# 3
Below is 15 unconnected molecules or ions with the total composition H31O15 in a non-equilibrium geometry, with properties calculated with ωB97M-V with the def2-TZVPD basis set.

XYZ file:
```
46
Properties=species:S:1:pos:R:3
O 0.115 -4.039 1.235
H -1.903 3.301 0.929
H 0.848 -3.785 1.734
O 0.224 2.977 0.179
H 0.311 3.770 0.647
H 1.041 2.679 -0.079
O -2.065 2.261 0.907
H 0.134 0.851 1.394
H -2.724 1.954 1.599
O -1.528 -2.128 3.662
H -1.173 -1.792 2.857
H -1.610 -3.008 3.344
O 4.517 0.469 1.884
H 3.631 0.446 1.388
H 4.388 -0.244 2.651
O 0.208 -0.039 0.973
H 1.120 -0.087 -0.309
H 1.569 -0.843 -3.968
O 1.939 -0.067 -0.948
H 2.422 0.684 -0.658
H 1.737 -0.065 -2.412
O -2.105 1.288 -2.200
H -1.894 1.988 -1.452
H -1.963 0.552 -1.631
O 1.489 0.000 -3.513
H -0.372 0.116 0.173
H 0.988 0.929 -3.752
O -3.396 0.653 2.328
H -2.672 -4.038 -0.255
O -1.949 -0.442 -0.124
H -2.352 0.395 0.442
H -1.703 -0.890 0.794
O 0.687 -2.428 -2.489
H 1.191 -3.429 -2.630
H 1.233 -2.224 -1.820
O 0.473 2.203 -3.875
H 0.543 2.881 -3.188
H -0.335 2.386 -4.207
O -2.246 -3.310 0.108
H -0.095 -4.916 1.728
H -1.447 -3.264 -0.467
O 2.963 2.536 1.141
H 3.633 1.880 1.157
H 3.279 3.434 1.090
H -3.553 -0.360 2.296
H -3.596 0.765 3.338
```

Its multiplicity is 1. The HOMO energy comes out at -0.49013 Ha. The value obtained for the electronic energy is -1146.80476 Eh. The energy above the lowest of the compared OMol25 structures with the same formula, charge and spin comes out at 520.33 kJ/mol. The calculation puts the max |F| at 0.1459 Eh/bohr. As for the total charge: +1. The calculation puts the LUMO energy at -0.1045 hartree.

=====

# 4
Below is 16 unconnected molecules or ions with the total composition H31O16 in a non-equilibrium geometry, with properties calculated with ωB97M-V with the def2-TZVPD basis set.

XYZ file:
```
47
Properties=species:S:1:pos:R:3
O -4.832 -1.793 -2.796
H -0.351 -2.409 3.098
H -1.128 -5.045 -1.390
O 2.603 1.211 4.032
H -4.387 -2.619 -2.602
H -4.143 -1.213 -3.118
O 2.456 2.998 -2.867
H 3.339 1.665 3.614
H -1.017 -3.579 -1.355
O -1.430 -4.276 -1.887
H 1.771 -0.438 0.826
H 1.919 1.029 3.351
O -1.072 -2.668 3.668
H 5.229 -1.178 2.893
H 2.975 3.942 1.233
O -2.352 2.060 -0.833
H -2.324 2.717 -0.135
H 0.009 -0.162 3.552
O 1.072 -3.006 -0.442
H 0.782 -2.340 0.194
H 1.810 -3.434 0.002
O -5.541 2.804 -1.696
H -4.986 2.354 -2.331
H 1.814 2.315 -3.047
O 1.029 -0.472 -2.556
H 1.110 -0.598 -1.607
O 4.821 -1.688 2.185
H -1.398 -2.040 4.303
H 3.995 -1.185 2.010
O -2.321 0.738 2.404
H 3.226 2.643 -2.423
H -2.528 -0.145 2.719
O 3.737 3.533 0.821
H 1.691 -0.421 2.227
H 0.363 1.375 0.207
O -0.880 0.569 -4.613
H -1.354 0.801 2.414
H -1.734 1.349 -0.583
O -0.129 0.542 0.107
H 3.444 2.915 0.151
H -0.131 1.152 -4.494
O 2.338 -0.785 1.532
H 0.111 -0.282 -2.777
H -5.265 2.490 -0.830
O 0.367 0.190 2.743
H -1.293 0.677 -5.463
H -0.191 0.389 1.091
```

Its multiplicity is 1. The HOMO energy comes out at -0.26181 Ha. The value obtained for the electronic energy is -1222.49255 Eh. The energy above the lowest of the compared OMol25 structures with the same formula, charge and spin comes out at 203.86 kJ/mol. The calculation puts the max |F| at 0.0364 Eh/bohr. As for the total charge: -1. The calculation puts the LUMO energy at 0.0801 hartree.

=====

# 5
Below is 16 unconnected molecules or ions with the total composition H32O16 in a non-equilibrium geometry, with properties calculated with ωB97M-V with the def2-TZVPD basis set.

XYZ file:
```
48
Properties=species:S:1:pos:R:3
O 1.048 -1.178 -0.126
H 1.889 -0.836 0.271
H 0.223 -0.695 -0.045
O 0.752 -1.312 2.741
H 0.923 -2.064 3.264
H 0.179 -0.691 3.265
O -2.760 -0.314 -4.149
H -1.937 0.017 -4.473
H -2.589 -0.574 -3.242
O 4.279 0.823 0.476
H 4.217 1.638 0.230
H 3.527 0.528 0.764
O 1.597 4.383 3.120
H 0.885 4.518 3.836
H 1.606 5.195 2.730
O 0.940 -3.357 1.243
H 1.017 -2.412 0.824
H 1.647 -3.830 1.403
O 3.770 -0.078 -3.471
H 4.004 0.350 -4.235
H 3.428 0.529 -2.712
O -2.688 4.909 -1.010
H -2.048 4.414 -0.498
H -3.061 4.111 -1.556
O -2.321 3.278 2.811
H -1.738 2.953 2.211
H -2.720 4.021 2.505
O 1.726 0.739 -2.904
H 1.174 0.177 -2.708
H 2.210 0.551 -3.744
O -1.935 -1.435 4.648
H -2.744 -1.172 4.904
H -1.969 -1.183 3.742
O -1.233 0.345 -1.927
H -2.100 0.216 -1.639
H -0.754 -0.239 -1.465
O 2.360 2.771 -1.424
H 2.596 2.749 -2.428
H 2.001 1.861 -1.286
O -1.898 -3.879 1.995
H -0.951 -4.034 1.758
H -2.500 -4.750 1.926
O -1.317 -4.292 -2.803
H -2.225 -4.626 -3.170
H -1.202 -3.632 -3.470
O -1.598 -1.187 1.217
H -2.587 -1.317 1.049
H -1.122 -1.987 1.550
```

Its multiplicity is 1. The HOMO energy comes out at -0.40034 Ha. The value obtained for the electronic energy is -1222.79442 Eh. The energy above the lowest of the compared OMol25 structures with the same formula, charge and spin comes out at 1061.62 kJ/mol. The calculation puts the max |F| at 0.2588 Eh/bohr. The calculation puts the LUMO energy at -0.0101 hartree.

=====

# 6
Below is 16 unconnected molecules or ions with the total composition H32O16 in a non-equilibrium geometry, with properties calculated with ωB97M-V with the def2-TZVPD basis set.

XYZ file:
```
48
Properties=species:S:1:pos:R:3
O -0.965 2.493 1.969
H -0.141 2.101 1.928
H -1.419 1.970 1.343
O -1.141 -0.389 3.581
H -0.230 -0.562 3.174
H -1.246 -1.099 4.188
O -2.971 -1.987 -1.038
H -2.211 -2.231 -0.455
H -3.757 -2.368 -0.727
O 0.994 -2.350 -3.147
H 1.160 -1.483 -2.704
H 0.691 -2.854 -2.440
O -1.339 0.018 -2.391
H -1.037 -0.145 -3.278
H -1.813 -0.833 -2.313
O -1.937 2.689 -1.235
H -2.549 2.010 -1.526
H -1.127 2.444 -1.593
O 1.154 3.128 0.490
H 0.449 3.254 1.131
H 1.733 2.362 0.756
O 1.453 0.004 -1.990
H 0.743 0.434 -2.453
H 2.377 0.268 -2.315
O 2.982 1.155 0.859
H 3.823 1.249 1.335
H 2.958 0.248 0.515
O 0.781 3.139 -2.080
H 0.468 4.080 -2.143
H 0.954 3.011 -1.108
O -1.484 -2.015 1.259
H -1.559 -1.491 2.057
H -1.167 -2.868 1.653
O 3.299 -1.555 -0.045
H 2.522 -1.953 -0.377
H 3.894 -2.321 0.016
O -2.877 0.697 0.716
H -3.006 -0.065 1.307
H -3.616 1.277 0.918
O 0.258 0.155 0.358
H 0.574 0.249 -0.542
H -0.646 -0.009 0.368
O 1.329 -0.864 2.413
H 1.103 -0.384 1.588
H 1.273 -0.231 3.126
O 0.820 -2.836 -0.360
H 0.245 -2.145 0.004
H 0.207 -3.391 -0.780
```

Its multiplicity is 1. The HOMO energy comes out at -0.37940 Ha. The value obtained for the electronic energy is -1223.01901 Eh. The energy above the lowest of the compared OMol25 structures with the same formula, charge and spin comes out at 471.97 kJ/mol. The calculation puts the max |F| at 0.0600 Eh/bohr. The calculation puts the LUMO energy at -0.0069 hartree.

=====

Number 1: HOMO-LUMO gap 0.3482 Ha. Number 2: HOMO-LUMO gap 0.3483 Ha. Number 3: HOMO-LUMO gap 0.3856 Ha. Number 4: HOMO-LUMO gap 0.3419 Ha. Number 5: HOMO-LUMO gap 0.3902 Ha. Number 6: HOMO-LUMO gap 0.3725 Ha.